# 1
Entry from the OMol25 dataset: a 6-piece molecular cluster, C25H64NO17PS5 overall in a non-equilibrium geometry (wB97M-V/def2-TZVPD).

Output
- Gap between HOMO and LUMO: 8.378 eV
- Total energy: -126718.8519 eV
- Relative energy (zero: lowest compared OMol25 entry of this formula, charge and spin): 3.016 eV
- SMILES: CCN[PH3]CCCCCCOC(C)=O.CCOS(C)(=O)=O.CCOS(C)(=O)=O.CCOS(C)(=O)=O.CCOS(C)(=O)=O.CCOS(C)(=O)=O

The geometry in ORCA input format:
```
! wB97M-V def2-TZVPD RIJCOSX def2/J DEFGRID3
* xyz 0 1
C 4.370 1.086 4.260
C 5.057 1.566 2.869
N 4.743 3.016 2.547
P 3.163 3.046 1.668
C 1.432 2.905 0.815
C 1.200 1.307 0.633
C -0.331 0.921 0.331
C -0.850 0.096 1.628
C -2.443 -0.134 1.506
C -3.205 0.510 2.789
O -4.189 1.528 2.381
C -3.605 2.811 2.471
C -4.135 3.979 3.421
O -2.581 3.071 1.796
H 3.294 0.796 3.975
H 4.319 1.909 5.041
H 4.850 0.123 4.642
H 4.643 0.847 2.074
H 6.172 1.361 2.946
H 4.604 3.434 3.486
H 3.664 2.160 0.641
H 3.247 4.452 1.414
H 2.508 2.600 2.877
H 1.423 3.405 -0.213
H 0.592 3.286 1.504
H 1.936 0.858 -0.127
H 1.506 0.852 1.647
H -0.894 1.897 0.182
H -0.394 0.306 -0.626
H -0.279 -0.892 1.704
H -0.589 0.771 2.523
H -2.783 0.327 0.526
H -2.739 -1.238 1.510
H -3.745 -0.330 3.358
H -2.462 0.956 3.524
H -4.991 4.580 2.967
H -4.472 3.615 4.445
H -3.280 4.719 3.616
C 2.835 0.301 9.669
C 1.477 0.978 9.654
O 1.404 1.993 8.652
S 1.216 1.541 7.111
C 0.825 3.140 6.459
O 0.051 0.702 7.010
O 2.492 1.136 6.587
H 2.997 -0.276 8.755
H 2.916 -0.382 10.517
H 3.635 1.041 9.729
H 0.672 0.249 9.524
H 1.312 1.471 10.615
H -0.120 3.474 6.884
H 0.740 3.047 5.376
H 1.631 3.829 6.711
C 4.863 -3.320 -1.859
C 6.068 -2.689 -1.189
O 6.481 -1.497 -1.860
S 5.621 -0.149 -1.630
C 6.780 0.978 -2.352
O 5.538 0.118 -0.217
O 4.452 -0.195 -2.466
H 3.979 -2.687 -1.754
H 4.636 -4.291 -1.414
H 5.040 -3.452 -2.930
H 5.873 -2.490 -0.132
H 6.910 -3.385 -1.236
H 7.685 0.989 -1.748
H 6.322 1.967 -2.360
H 6.993 0.658 -3.371
C -5.465 10.190 1.361
C -4.785 9.667 0.110
O -4.552 8.261 0.184
S -5.799 7.260 -0.054
C -4.858 5.770 -0.215
O -6.407 7.566 -1.321
O -6.569 7.183 1.159
H -6.481 9.800 1.449
H -5.523 11.281 1.342
H -4.921 9.878 2.256
H -5.360 9.916 -0.787
H -3.808 10.144 0.007
H -4.239 5.836 -1.108
H -5.559 4.939 -0.305
H -4.244 5.643 0.676
C -1.807 -5.613 -3.089
C -0.587 -6.098 -3.848
O 0.059 -5.029 -4.543
S 0.971 -3.999 -3.694
C 1.752 -3.210 -5.073
O 1.964 -4.746 -2.966
O 0.113 -3.042 -3.051
H -1.523 -4.952 -2.268
H -2.359 -6.456 -2.668
H -2.470 -5.046 -3.746
H 0.116 -6.608 -3.182
H -0.901 -6.824 -4.602
H 2.372 -3.938 -5.593
H 2.370 -2.398 -4.686
H 0.983 -2.811 -5.732
C -5.237 -7.688 -9.278
C -4.573 -8.844 -8.553
O -3.149 -8.767 -8.629
S -2.384 -7.708 -7.677
C -0.745 -8.329 -7.929
O -2.763 -7.949 -6.309
O -2.471 -6.403 -8.272
H -5.038 -6.741 -8.772
H -6.319 -7.828 -9.318
H -4.851 -7.598 -10.296
H -4.902 -8.899 -7.511
H -4.864 -9.782 -9.032
H -0.682 -9.335 -7.518
H -0.054 -7.666 -7.409
H -0.529 -8.328 -8.996
*
```

=====

# 2
Entry from the OMol25 dataset: one molecule with the formula C2H4N4S in a non-equilibrium geometry (wB97M-V/def2-TZVPD).

Output
- Gap between HOMO and LUMO: 9.181 eV
- Total energy: -18933.4521 eV
- Relative energy (zero: lowest compared OMol25 entry of this formula, charge and spin): 1.099 eV
- SMILES: [H]/N=c1/[nH]cnn1S

The geometry in ORCA input format:
```
! wB97M-V def2-TZVPD RIJCOSX def2/J DEFGRID3
* xyz 0 1
H 0.112 -1.518 -1.961
N 0.277 -1.733 -0.987
C 0.204 -0.700 -0.245
N 0.367 -0.708 1.143
C 0.188 0.578 1.592
N -0.027 1.424 0.672
N -0.027 0.652 -0.482
S -0.283 1.341 -2.008
H 0.536 -1.528 1.675
H 0.268 0.852 2.662
H -1.615 1.341 -2.062
*
```

=====

# 3
Entry from the OMol25 dataset: one molecule with the formula C19H29N3O5S (wB97M-V/def2-TZVPD).

Output
- Gap between HOMO and LUMO: 9.533 eV
- Total energy: -45718.2877 eV
- Relative energy (zero: lowest compared OMol25 entry of this formula, charge and spin): 0.152 eV
- SMILES: CCOC(=O)CCNC(=O)N1CCC[C@@H](CNS(=O)(=O)Cc2ccccc2)C1

The geometry in ORCA input format:
```
! wB97M-V def2-TZVPD RIJCOSX def2/J DEFGRID3
* xyz 0 1
C -2.981 -4.371 0.069
C -3.168 -3.172 -0.844
O -3.703 -2.092 -0.069
C -3.167 -0.895 -0.193
O -2.349 -0.596 -1.039
C -3.723 0.067 0.832
C -3.934 1.485 0.277
N -2.745 2.030 -0.339
C -1.814 2.650 0.463
O -2.061 2.987 1.608
N -0.606 2.923 -0.118
C 0.427 3.563 0.668
C 1.657 2.663 0.751
C 2.148 2.304 -0.650
C 1.030 1.723 -1.524
C 0.687 0.263 -1.203
N 0.253 0.041 0.165
S -0.034 -1.538 0.601
O -0.007 -2.418 -0.531
O -1.186 -1.567 1.462
C 1.405 -1.912 1.661
C 2.656 -1.563 0.942
C 3.036 -2.292 -0.182
C 4.174 -1.946 -0.887
C 4.951 -0.874 -0.476
C 4.584 -0.150 0.645
C 3.441 -0.491 1.348
C -0.194 2.653 -1.473
H -2.571 -5.201 -0.499
H -3.930 -4.666 0.508
H -2.289 -4.104 0.863
H -3.881 -3.387 -1.648
H -2.210 -2.861 -1.271
H -4.655 -0.336 1.227
H -2.993 0.098 1.645
H -4.217 2.153 1.093
H -4.725 1.477 -0.478
H -2.395 1.419 -1.066
H 0.012 3.759 1.658
H 0.693 4.520 0.198
H 1.399 1.751 1.287
H 2.448 3.179 1.298
H 2.970 1.590 -0.587
H 2.524 3.210 -1.135
H 1.382 1.711 -2.563
H 1.575 -0.357 -1.344
H -0.083 -0.089 -1.901
H -0.551 0.601 0.407
H 1.322 -2.975 1.874
H 1.256 -1.331 2.565
H 2.421 -3.116 -0.507
H 4.458 -2.514 -1.761
H 5.841 -0.607 -1.026
H 5.188 0.682 0.974
H 3.159 0.077 2.223
H -1.009 2.231 -2.059
H 0.084 3.610 -1.938
*
```

=====

# 4
Entry from the OMol25 dataset: one molecule with the formula C8H14N2O6 in a non-equilibrium geometry (wB97M-V/def2-TZVPD).

Output
- Gap between HOMO and LUMO: 9.649 eV
- Total energy: -23787.7337 eV
- Relative energy (zero: lowest compared OMol25 entry of this formula, charge and spin): 2.349 eV
- SMILES: C[C@@H](O)[C@H](N)C(=O)N[C@@H](CC(=O)O)C(=O)O

The geometry in ORCA input format:
```
! wB97M-V def2-TZVPD RIJCOSX def2/J DEFGRID3
* xyz 0 1
C 3.250 0.789 -0.504
C 3.069 -0.569 0.266
O 3.154 -0.217 1.677
C 1.726 -1.261 -0.244
N 1.718 -1.391 -1.662
C 0.535 -0.449 0.174
O 0.497 -0.321 1.393
N -0.311 -0.026 -0.832
C -1.426 0.812 -0.578
C -2.289 0.079 0.584
C -2.533 -1.271 0.206
O -1.718 -1.962 -0.408
O -3.678 -1.800 0.512
C -0.927 2.169 -0.131
O 0.235 2.400 0.051
O -1.903 3.065 -0.271
H 3.500 0.464 -1.560
H 4.168 1.271 -0.180
H 2.473 1.498 -0.379
H 3.894 -1.090 -0.128
H 2.256 0.139 1.825
H 1.640 -2.220 0.261
H 2.399 -2.062 -1.865
H 0.866 -1.838 -1.937
H 0.114 -0.214 -1.789
H -2.095 0.818 -1.446
H -1.554 0.034 1.385
H -3.232 0.678 0.864
H -3.757 -2.656 0.230
H -1.637 3.983 -0.100
*
```

=====

Question: Which of these has the lowest gap between HOMO and LUMO?
Answer: C25H64NO17PS5